Entry 1:
C33H45BIrN8OS3 as an isolated structure in a non-equilibrium geometry. Source: the Open Molecules 2025 dataset; level of theory: ωB97M-V/def2-TZVPD.

```
! RIJCOSX wB97M-V def2-TZVPD def2/J DEFGRID3
* xyz 3 1
Ir 1.46 -2.75 -0.41
C 1.45 -0.84 4.49
C 1.13 -0.17 3.19
C 1.04 1.21 3.06
C 0.82 1.81 1.82
N 0.53 1.06 0.75
N 0.54 -0.24 0.88
B 0.05 -1.15 -0.31
N -0.04 -0.42 -1.68
N -0.85 0.65 -1.72
C -1.03 1.23 -2.89
C -0.46 0.71 -4.06
C 0.40 -0.36 -4.02
C 1.07 -0.92 -5.24
C 0.61 -0.90 -2.74
S 1.80 -2.18 -2.53
C -1.85 2.50 -2.95
C -2.34 2.93 -1.58
C -0.94 3.61 -3.53
C -3.05 2.28 -3.89
N -1.37 -1.69 0.12
N -2.21 -0.80 0.65
C -3.40 -1.24 1.04
C -3.77 -2.60 0.86
C -2.90 -3.50 0.31
C -3.22 -4.95 0.10
C -1.65 -2.97 -0.04
S -0.32 -3.91 -0.68
C -4.33 -0.22 1.67
C -4.85 0.66 0.52
C -3.54 0.64 2.66
C -5.50 -0.88 2.38
C 0.92 -0.88 2.00
S 1.24 -2.58 1.87
C 0.83 3.31 1.63
C 1.26 3.67 0.20
C 1.79 3.98 2.62
C -0.61 3.78 1.90
H 1.72 -0.10 5.24
H 2.27 -1.55 4.38
H 0.59 -1.40 4.85
H 1.19 1.83 3.93
H -0.68 1.17 -5.01
H 0.81 -0.34 -6.11
H 0.77 -1.96 -5.40
H 2.16 -0.91 -5.13
H -1.51 3.11 -0.90
H -2.99 2.18 -1.13
H -2.91 3.86 -1.68
H 0.01 3.66 -3.00
H -1.44 4.57 -3.42
H -0.74 3.46 -4.59
H -3.70 1.48 -3.52
H -2.75 2.04 -4.91
H -3.64 3.19 -3.93
H -4.75 -2.93 1.18
H -4.17 -5.20 0.56
H -2.45 -5.59 0.54
H -3.29 -5.18 -0.96
H -4.02 1.08 -0.05
H -5.44 1.48 0.93
H -5.49 0.09 -0.16
H -2.69 1.13 2.18
H -3.18 0.04 3.50
H -4.19 1.41 3.07
H -6.16 -1.41 1.69
H -6.10 -0.11 2.86
H -5.18 -1.58 3.16
H 2.33 3.53 0.07
H 1.04 4.72 0.02
H 0.74 3.08 -0.55
H 2.79 3.55 2.57
H 1.43 3.93 3.65
H 1.87 5.04 2.37
H -1.34 3.23 1.30
H -0.70 4.84 1.65
H -0.88 3.66 2.95
N 8.68 -2.28 -0.10
C 7.79 -2.99 0.62
O 8.05 -3.70 1.56
C 6.33 -2.85 0.23
C 5.52 -3.95 0.48
C 4.17 -3.86 0.24
N 3.59 -2.73 -0.22
C 4.37 -1.66 -0.46
C 5.73 -1.69 -0.25
H 9.66 -2.39 0.13
H 8.45 -1.79 -0.94
H 5.95 -4.86 0.87
H 3.51 -4.70 0.43
H 3.88 -0.77 -0.82
H 6.31 -0.79 -0.43
*
```

Frontier orbital gap (alpha / beta) = 4.49 / 4.53 eV
E_HOMO (alpha / beta) = -16.467 / -16.467 eV
Energy above the lowest of the compared OMol25 structures with the same formula, charge and spin = 17.6 kcal/mol
LUMO level (alpha / beta) = -12.0 / -11.9 eV

Entry 2:
C33H45BN12O2Pb as an isolated structure. Source: the Open Molecules 2025 dataset; level of theory: ωB97M-V/def2-TZVPD.

```
! RIJCOSX wB97M-V def2-TZVPD def2/J DEFGRID3
* xyz -1 2
Pb -0.44 -0.16 0.52
C 1.02 4.13 2.42
C 0.65 2.72 2.90
C 1.27 2.42 4.27
C -0.83 2.52 2.91
C -1.82 3.17 3.67
C -3.00 2.60 3.25
N -2.73 1.68 2.32
N -1.40 1.62 2.11
B -3.74 0.77 1.59
N -3.75 1.02 0.07
C -4.85 1.05 -0.69
C -4.47 1.18 -2.01
C -3.07 1.25 -1.95
N -2.64 1.12 -0.70
C -2.15 1.50 -3.12
C -0.69 1.22 -2.81
C -2.33 2.94 -3.61
N -3.48 -0.72 1.91
C -4.44 -1.57 2.29
C -3.90 -2.82 2.42
C -2.55 -2.66 2.10
N -2.30 -1.38 1.80
C -1.53 -3.77 2.13
C -1.30 -4.21 3.58
C -0.20 -3.42 1.47
H 2.10 4.23 2.34
H 0.66 4.88 3.12
H 0.58 4.34 1.44
H 1.05 1.99 2.19
H 0.86 3.09 5.03
H 2.35 2.56 4.24
H 1.06 1.39 4.55
H -1.68 3.95 4.40
H -4.02 2.79 3.55
H -4.84 1.03 2.01
H -5.83 0.95 -0.25
H -5.10 1.21 -2.88
H -2.48 0.83 -3.93
H -0.32 1.89 -2.03
H -0.08 1.38 -3.70
H -0.54 0.20 -2.48
H -2.01 3.64 -2.83
H -3.37 3.16 -3.86
H -1.71 3.12 -4.50
H -5.45 -1.22 2.42
H -4.41 -3.74 2.69
H -1.98 -4.60 1.58
H -0.83 -3.41 4.14
H -0.64 -5.08 3.61
H -2.24 -4.48 4.07
H 0.30 -2.61 2.00
H -0.33 -3.15 0.42
H 0.46 -4.29 1.51
C 3.11 2.35 -1.33
N 3.32 1.18 -2.16
C 4.51 1.20 -2.99
C 4.40 0.18 -4.10
C 4.07 -1.17 -3.49
N 2.88 -1.07 -2.67
C 2.16 -2.30 -2.41
C 2.62 0.03 -1.89
O 1.75 0.00 -1.02
H 2.81 3.20 -1.95
H 4.03 2.60 -0.80
H 2.34 2.14 -0.60
H 5.40 1.00 -2.37
H 4.61 2.20 -3.40
H 5.33 0.12 -4.66
H 3.60 0.47 -4.78
H 4.92 -1.54 -2.89
H 3.87 -1.91 -4.27
H 1.89 -2.76 -3.37
H 1.25 -2.10 -1.86
H 2.77 -3.01 -1.84
O 1.33 -0.52 2.15
N 2.62 -0.64 1.75
C 3.06 -1.82 1.18
C 4.30 -1.90 0.62
C 5.18 -0.78 0.61
C 4.73 0.37 1.30
C 3.49 0.43 1.85
H 2.36 -2.63 1.21
H 4.61 -2.85 0.20
H 6.18 -0.85 0.21
H 5.38 1.23 1.42
H 3.11 1.27 2.40
N -1.43 -1.97 -1.31
C -2.39 -2.28 -1.88
C -3.55 -2.64 -2.55
C -3.92 -1.92 -3.71
N -4.22 -1.32 -4.65
C -4.37 -3.68 -2.04
N -5.03 -4.53 -1.62
*
```

Frontier orbital gap (alpha / beta) = 4.67 / 7.39 eV
E_HOMO (alpha / beta) = -2.288 / -5.024 eV
Energy above the lowest of the compared OMol25 structures with the same formula, charge and spin = 0.0 kcal/mol
LUMO level (alpha / beta) = 2.4 / 2.4 eV

Entry 3:
C33H45BiBrN8O7Se4 as an isolated structure. Source: the Open Molecules 2025 dataset; level of theory: ωB97M-V/def2-TZVPD.

```
! RIJCOSX wB97M-V def2-TZVPD def2/J DEFGRID3
* xyz -1 1
Bi 0.13 0.30 0.41
C 0.01 1.73 -2.29
C 1.38 1.79 -1.97
C 1.48 2.53 -0.73
C 0.14 2.93 -0.40
C -0.76 2.46 -1.35
C -2.16 2.98 -1.61
C -2.02 4.24 -2.47
C -3.02 1.98 -2.38
C -2.87 3.36 -0.31
C 2.63 3.27 -0.05
C 2.77 4.66 -0.71
C 2.33 3.51 1.44
C 3.99 2.58 -0.10
C 2.41 1.24 -2.96
C 3.33 0.16 -2.38
C 3.25 2.39 -3.56
C 1.72 0.56 -4.16
H -0.39 1.28 -3.18
H -0.12 3.57 0.44
H -1.52 4.01 -3.42
H -1.42 5.00 -1.96
H -3.00 4.67 -2.69
H -2.57 1.75 -3.35
H -4.01 2.40 -2.57
H -3.14 1.05 -1.83
H -2.33 4.15 0.22
H -2.98 2.51 0.36
H -3.87 3.75 -0.54
H 1.85 5.23 -0.58
H 2.95 4.57 -1.78
H 3.60 5.21 -0.26
H 1.43 4.12 1.59
H 3.16 4.05 1.90
H 2.19 2.58 1.99
H 4.40 2.52 -1.11
H 3.94 1.56 0.29
H 4.71 3.13 0.51
H 3.87 0.48 -1.50
H 4.06 -0.15 -3.13
H 2.72 -0.70 -2.10
H 3.85 2.91 -2.82
H 2.60 3.12 -4.03
H 3.93 1.99 -4.32
H 1.09 -0.27 -3.83
H 2.49 0.16 -4.83
H 1.11 1.26 -4.73
Se -1.02 1.71 2.47
Se -2.10 0.16 3.84
Se -0.44 -1.45 3.99
Se -0.44 -2.10 1.76
Br -3.23 -1.92 -4.62
C -1.94 -2.43 -3.33
C -1.64 -3.76 -3.11
C -0.69 -4.06 -2.14
C -0.09 -3.02 -1.44
N -0.41 -1.75 -1.65
C -1.31 -1.45 -2.58
H -2.12 -4.53 -3.69
H -0.41 -5.09 -1.94
H 0.66 -3.21 -0.69
H -1.54 -0.40 -2.71
O 8.33 -2.41 0.56
N 7.62 -1.72 1.27
O 8.04 -1.07 2.21
C 6.21 -1.65 0.96
C 5.38 -0.87 1.75
C 4.03 -0.80 1.45
C 3.40 -1.50 0.35
O 2.22 -1.38 0.00
C 4.36 -2.33 -0.38
C 5.70 -2.37 -0.11
N 3.93 -3.16 -1.50
O 4.75 -3.42 -2.37
O 2.79 -3.58 -1.51
N 3.27 0.09 2.31
O 2.04 0.13 2.19
O 3.86 0.72 3.17
H 5.78 -0.31 2.57
H 6.36 -2.97 -0.72
C -4.34 -3.33 3.11
C -4.70 -4.03 1.80
C -3.51 -4.81 1.25
C -5.28 -3.05 0.78
N -4.43 -1.89 0.53
C -3.28 -1.75 -0.13
N -2.90 -0.50 -0.05
N -3.84 0.12 0.69
N -4.75 -0.69 1.05
H -4.02 -4.06 3.85
H -5.19 -2.77 3.51
H -3.52 -2.63 2.96
H -5.52 -4.74 1.99
H -2.64 -4.16 1.13
H -3.75 -5.27 0.28
H -3.22 -5.60 1.93
H -6.22 -2.64 1.12
H -5.45 -3.55 -0.18
H -2.77 -2.55 -0.64
*
```

Frontier orbital gap = 6.08 eV
E_HOMO = -4.800 eV
Energy above the lowest of the compared OMol25 structures with the same formula, charge and spin = 0.0 kcal/mol
LUMO level = 1.3 eV

Entry 4:
C33H45Cl5NNiO2P as an isolated structure in a non-equilibrium geometry. Source: the Open Molecules 2025 dataset; level of theory: ωB97M-V/def2-TZVPD.

```
! RIJCOSX wB97M-V def2-TZVPD def2/J DEFGRID3
* xyz 0 1
Ni 0.20 0.10 -0.48
Cl 4.88 -5.11 -0.15
C 3.58 -4.07 -0.59
C 3.57 -2.74 -0.16
Cl 4.86 -2.13 0.80
C 2.52 -1.91 -0.50
Cl 2.42 -0.29 0.09
C 1.40 -2.34 -1.27
O 0.42 -1.58 -1.57
C 1.45 -3.71 -1.67
Cl 0.11 -4.28 -2.59
C 2.51 -4.54 -1.35
Cl 2.51 -6.17 -1.89
C 1.58 2.75 0.82
N 0.66 2.30 -0.22
C 1.19 2.71 -1.53
C -0.66 2.91 -0.01
C -1.68 2.22 -0.88
C -2.84 2.86 -1.29
C -3.76 2.18 -2.08
C -3.50 0.88 -2.47
C -2.34 0.24 -2.05
C -1.42 0.91 -1.25
H 1.67 3.84 0.82
H 2.57 2.33 0.65
H 1.23 2.43 1.80
H 1.39 3.79 -1.54
H 0.46 2.47 -2.30
H 2.11 2.17 -1.74
H -0.63 3.99 -0.20
H -0.94 2.76 1.04
H -3.03 3.88 -0.98
H -4.67 2.68 -2.40
H -4.20 0.35 -3.11
H -2.14 -0.78 -2.36
O -0.95 -0.86 1.00
P -1.69 -1.73 1.95
C -2.30 -0.73 3.39
C -3.59 0.07 3.10
C -3.25 1.44 2.51
C -2.55 2.30 3.58
C -1.69 1.45 4.52
C -1.15 0.22 3.79
C -0.61 -3.07 2.63
C -0.90 -3.45 4.09
C -0.11 -4.71 4.45
C 1.38 -4.60 4.02
C 1.75 -3.18 3.62
C 0.88 -2.68 2.46
C -3.16 -2.42 1.09
C -4.15 -3.19 1.97
C -3.81 -4.68 2.10
C -3.68 -5.31 0.72
C -2.55 -4.66 -0.06
C -2.78 -3.15 -0.21
H -2.50 -1.42 4.21
H -4.13 0.22 4.04
H -4.25 -0.47 2.43
H -4.16 1.94 2.17
H -2.61 1.30 1.64
H -3.29 2.85 4.17
H -1.92 3.05 3.09
H -2.28 1.11 5.38
H -0.86 2.04 4.92
H -0.42 -0.31 4.41
H -0.63 0.56 2.88
H -0.82 -3.94 2.01
H -1.97 -3.64 4.24
H -0.62 -2.63 4.74
H -0.57 -5.57 3.97
H -0.18 -4.87 5.53
H 1.56 -5.26 3.17
H 2.03 -4.94 4.83
H 2.80 -3.14 3.32
H 1.63 -2.52 4.49
H 1.25 -3.12 1.53
H 0.99 -1.60 2.37
H -3.62 -1.48 0.77
H -5.14 -3.11 1.51
H -4.22 -2.74 2.96
H -4.58 -5.18 2.68
H -2.86 -4.80 2.64
H -4.62 -5.17 0.18
H -3.51 -6.39 0.81
H -2.48 -5.10 -1.06
H -1.60 -4.86 0.44
H -3.60 -3.01 -0.92
H -1.90 -2.68 -0.65
*
```

Frontier orbital gap (alpha / beta) = 8.00 / 8.00 eV
E_HOMO (alpha / beta) = -7.522 / -7.523 eV
LUMO level (alpha / beta) = 0.5 / 0.5 eV